Entry from the Open Molecules 2025 dataset: a 26-piece molecular cluster, C59H170NO25S25 overall (ωB97M-V with the def2-TZVPD basis set).

Computed properties:
- E_HOMO (hartree) = -0.35087
- total charge = +1
- LUMO level (eV) = -1.061

Structure (XYZ):
```
280
Properties=species:S:1:pos:R:3:lowdin_charge:R:1
C 2.4616 -2.1750 1.6522 -0.1336
C 1.0122 -1.9593 1.7600 -0.2234
C 0.6885 -0.4987 1.3290 -0.1584
C -0.7757 -0.2782 1.2542 -0.1296
N -1.1141 0.8763 0.3648 -0.2523
C -0.9083 0.5372 -1.0634 -0.0947
C -1.8001 1.4799 -1.9065 -0.1375
C -2.9565 1.8124 -1.0274 -0.1258
C -2.5507 1.2300 0.3563 -0.0958
C -0.2870 2.0946 0.6768 0.0521
H 2.8834 -1.8863 0.7017 0.0518
H 2.7113 -3.2262 1.8501 0.0761
H 3.0853 -1.6756 2.3519 0.0297
H 0.6536 -2.1388 2.7645 0.0852
H 0.5568 -2.7401 1.1333 0.1221
H 1.1475 -0.3864 0.3441 0.0958
H 1.1175 0.2463 2.0216 0.1085
H -1.2140 0.0330 2.2432 0.1356
H -1.3195 -1.1475 0.8603 0.1031
H 0.1779 0.5297 -1.2978 0.1156
H -1.3147 -0.5263 -1.0980 0.1452
H -1.2699 2.4257 -2.1479 0.1102
H -2.0947 1.0404 -2.8630 0.0842
H -3.0562 2.9255 -1.0331 0.0975
H -3.8817 1.3435 -1.3453 0.0986
H -2.7597 1.8323 1.1934 0.0690
H -3.0026 0.2353 0.5358 0.1028
H 0.1794 1.9507 1.6500 0.0835
H -0.9896 2.8981 0.7643 0.0752
H 0.4189 2.2953 -0.1245 0.0939
C -5.9704 2.1943 -4.1413 -0.2410
S -4.2688 2.0243 -4.6773 0.8224
O -4.0294 0.5504 -4.7708 -0.5797
C -4.5245 2.7504 -6.3438 -0.2221
H -6.1249 1.8075 -3.1447 0.0044
H -6.6123 1.6847 -4.8801 0.0681
H -6.2087 3.2735 -4.2716 0.0359
H -5.1533 2.0652 -6.9364 0.0575
H -3.5453 2.8262 -6.8505 0.0390
H -4.9494 3.7340 -6.2068 0.0160
C 1.4832 -3.6546 -6.3478 -0.2795
S 0.8445 -2.3641 -7.4271 0.8176
O 1.8649 -1.1971 -7.4370 -0.5922
C 1.0754 -3.1407 -9.0192 -0.2745
H 1.3202 -3.2322 -5.3578 0.0071
H 2.5963 -3.9009 -6.4542 0.0957
H 0.7771 -4.4574 -6.4405 0.0411
H 0.5154 -4.0776 -9.1082 0.0573
H 2.1030 -3.2606 -9.2633 0.0401
H 0.6668 -2.3502 -9.7273 0.0719
C -0.7760 -7.6401 0.9744 -0.2707
S -1.3588 -6.5980 -0.3642 0.8570
O -1.9131 -5.3229 0.2789 -0.6044
C 0.2640 -6.1675 -1.0458 -0.2490
H -0.4501 -8.5118 0.4081 0.0500
H -1.6189 -7.8166 1.6911 0.0732
H 0.0460 -7.1575 1.5318 0.0260
H 0.0978 -5.5724 -1.9306 0.0070
H 0.7286 -7.1431 -1.2283 0.0618
H 0.8032 -5.6980 -0.2806 0.0307
C -4.4375 7.2233 -6.0598 -0.2870
S -4.9562 6.5504 -4.4972 0.8198
O -5.7984 5.3714 -4.7697 -0.5652
C -3.2619 6.0116 -3.9773 -0.2464
H -5.2346 7.7903 -6.5414 0.0462
H -4.1732 6.3220 -6.7286 0.0862
H -3.5746 7.8493 -6.0425 0.0401
H -2.6669 5.5693 -4.8145 0.0577
H -3.5615 5.2292 -3.2296 0.0176
H -2.7498 6.8397 -3.4996 0.0413
C 5.4161 8.7748 0.6765 -0.2560
S 4.9904 7.5431 -0.5432 0.8124
O 4.8837 6.1887 0.0837 -0.5654
C 3.2787 7.9463 -0.9189 -0.2649
H 4.9434 9.7383 0.4922 0.0609
H 6.4998 8.7320 0.7069 0.0478
H 5.0467 8.4876 1.6310 0.0424
H 3.0481 7.3240 -1.7767 -0.0002
H 3.0900 8.9732 -1.1659 0.0476
H 2.6781 7.5880 -0.0308 0.0823
C -0.3852 1.7376 -7.3746 -0.2486
S 0.0375 3.4296 -7.0760 0.8116
O -0.6799 3.8708 -5.8457 -0.5603
C 1.6935 3.0789 -6.7206 -0.2909
H -0.3100 1.1337 -6.5089 0.0521
H 0.1408 1.4220 -8.1988 0.0272
H -1.4575 1.7362 -7.6035 0.0508
H 2.2037 3.9995 -6.4139 0.0531
H 2.1384 2.7517 -7.6832 0.0780
H 1.7963 2.2215 -6.0283 0.0503
C -7.7315 -0.4640 0.3438 -0.2865
S -7.3018 0.1613 -1.1828 0.8165
O -6.4571 1.3505 -0.9141 -0.5514
C -6.2425 -1.1258 -1.6292 -0.2715
H -8.2200 -1.4641 0.1211 0.0868
H -8.5018 0.1998 0.7765 0.0704
H -6.8683 -0.6025 0.9908 0.0450
H -5.5800 -1.3031 -0.7452 0.0319
H -5.6607 -0.8058 -2.4928 0.0522
H -6.7861 -2.0511 -1.8595 0.0741
C 0.5660 0.8044 4.7008 -0.2581
S 0.0714 1.6579 6.1713 0.7808
O -0.5541 0.7659 7.1761 -0.5409
C 1.7009 1.9036 6.7671 -0.2574
H -0.3632 0.4862 4.2018 0.0329
H 1.3630 0.0803 4.9107 0.0676
H 1.0249 1.5383 3.9938 0.0488
H 2.1540 2.5171 5.9690 0.0180
H 2.1414 0.9080 6.8745 0.0400
H 1.5721 2.5871 7.6433 0.0791
C -4.9180 1.0639 3.6642 -0.2675
S -3.2843 1.3334 4.1702 0.7921
O -2.6107 2.2701 3.2230 -0.5910
C -3.7770 2.2729 5.5979 -0.2565
H -5.1622 2.0872 3.3184 0.0614
H -5.5108 0.4973 4.3672 0.0512
H -4.8206 0.3563 2.8214 0.0246
H -4.5117 1.6660 6.1950 0.0516
H -4.4381 3.0767 5.2400 0.0582
H -2.8935 2.6053 6.2228 0.0671
C 2.9543 3.9104 1.8070 -0.2429
S 3.1499 4.7191 3.3751 0.8225
O 2.4403 3.7962 4.3535 -0.5782
C 4.8614 4.5256 3.5251 -0.2939
H 3.2460 2.9038 1.8594 0.0250
H 3.4657 4.5277 0.9712 0.0750
H 1.8742 3.9187 1.5860 0.0378
H 5.2057 3.4714 3.4406 0.0315
H 5.0420 4.8705 4.5680 0.0613
H 5.3566 5.1655 2.7234 0.0785
C -1.3940 -1.7646 -4.0494 -0.2054
S -1.2236 -3.3170 -3.0354 0.8156
O -0.3212 -4.2058 -3.8340 -0.5686
C -2.9060 -3.8872 -3.1597 -0.2333
H -0.4422 -1.2407 -4.0702 0.0373
H -2.1953 -1.1557 -3.6956 0.0195
H -1.6171 -2.1002 -5.0496 0.0139
H -2.8371 -4.8195 -2.6206 0.0328
H -3.2135 -4.0185 -4.2026 0.0597
H -3.5606 -3.2310 -2.6878 0.0215
C 2.1077 -3.9618 5.0917 -0.2357
S 0.4176 -4.4463 5.4090 0.8536
O -0.5000 -3.3556 4.9222 -0.5733
C 0.3325 -5.7078 4.1364 -0.2601
H 2.6034 -4.9416 4.9044 0.0428
H 2.5276 -3.5367 5.9717 -0.0001
H 2.1327 -3.3736 4.1851 0.0435
H 0.9483 -6.5460 4.2778 0.0334
H 0.5702 -5.2864 3.1327 0.0721
H -0.6543 -6.1627 4.0156 0.0574
C -5.1110 3.4880 0.7715 -0.2445
S -5.2005 4.9899 -0.2684 0.8659
O -4.0608 4.8742 -1.2681 -0.5814
C -6.6819 4.5714 -1.1186 -0.2663
H -5.1673 2.6396 0.0745 0.0155
H -6.0418 3.4197 1.3278 0.0582
H -4.1913 3.6731 1.3665 0.0406
H -6.8278 3.4806 -1.1236 0.0264
H -6.6190 5.0636 -2.0939 0.0454
H -7.5551 4.9267 -0.5762 0.0562
C 6.0320 -0.2199 4.6467 -0.2225
S 5.2550 0.1228 3.0090 0.8195
O 5.4324 1.5503 2.6493 -0.5471
C 6.4285 -0.8090 2.0547 -0.2603
H 5.2653 0.0145 5.3907 0.0471
H 6.9924 0.3162 4.7969 0.0754
H 6.2888 -1.2747 4.6436 0.0047
H 6.4092 -1.8566 2.3565 0.0366
H 7.4537 -0.4019 2.2414 0.0820
H 6.0889 -0.7676 1.0256 0.0459
C -5.0639 -3.7943 0.8967 -0.2363
S -3.8034 -2.4592 0.9290 0.8265
O -4.4044 -1.2004 1.4394 -0.5852
C -2.8581 -3.2640 2.3111 -0.2138
H -6.1248 -3.5297 1.1293 0.0705
H -4.6897 -4.5006 1.6583 0.0355
H -5.0487 -4.3878 -0.0273 0.0469
H -2.0902 -2.5306 2.6115 0.0440
H -2.3395 -4.1011 1.8349 0.0120
H -3.5503 -3.6027 3.0425 0.0391
C 2.0681 0.8232 -3.4578 -0.2208
S 3.4682 0.9148 -2.2985 0.7982
O 3.0799 0.2473 -1.0333 -0.5564
C 4.5932 -0.0885 -3.1741 -0.2871
H 1.2941 1.5298 -3.1341 0.0349
H 1.6743 -0.1971 -3.3995 0.0469
H 2.5022 0.9635 -4.4420 0.0267
H 5.3936 -0.2354 -2.4300 0.0618
H 4.8394 0.5288 -4.0509 0.0245
H 4.2191 -1.0749 -3.5150 0.0649
C 7.0997 -5.5675 3.3056 -0.2426
S 5.4948 -4.8361 3.8609 0.8195
O 4.5836 -6.0422 4.1045 -0.6058
C 6.0364 -4.0538 5.4416 -0.2294
H 7.6193 -6.1600 4.0611 0.0552
H 7.8203 -4.7922 3.0731 0.0401
H 6.9741 -6.2382 2.4189 0.0604
H 5.1878 -3.5678 5.8635 0.0200
H 6.8780 -3.3282 5.1968 0.0650
H 6.4971 -4.8574 6.0344 0.0620
C 4.7956 -7.9474 0.0045 -0.2188
S 3.6841 -7.4468 1.4548 0.8298
O 2.3059 -7.9835 1.1058 -0.6055
C 4.2049 -8.6408 2.8172 -0.2515
H 4.2994 -7.4629 -0.8171 -0.0105
H 4.8150 -9.0536 -0.1601 0.0739
H 5.6965 -7.3367 0.0989 0.0291
H 5.2197 -8.3784 3.3047 0.0643
H 4.1411 -9.6934 2.5256 0.0467
H 3.4546 -8.4495 3.6147 0.0385
C -4.4439 -3.7037 -8.4845 -0.2641
S -4.2969 -2.7527 -6.9915 0.8318
O -2.8169 -2.5881 -6.9522 -0.5691
C -5.0732 -1.1802 -7.4145 -0.2413
H -4.1006 -3.2917 -9.4380 0.0749
H -5.4680 -3.9273 -8.6209 0.0309
H -3.9519 -4.6102 -8.2077 0.0397
H -4.9131 -0.5769 -6.5280 0.0053
H -6.0998 -1.3581 -7.5658 0.0382
H -4.6433 -0.6373 -8.2195 0.0541
C 6.0786 4.3295 -5.7693 -0.2396
S 4.9959 3.6017 -4.5282 0.7911
O 4.5908 2.2804 -5.0060 -0.5468
C 6.1597 3.4437 -3.2604 -0.2781
H 5.5711 4.5019 -6.7365 0.0661
H 6.7742 3.5603 -6.0162 0.0437
H 6.5558 5.1991 -5.3584 0.0494
H 6.9987 2.8259 -3.5454 0.0696
H 5.6570 3.0869 -2.3960 0.0278
H 6.6196 4.3747 -2.9149 0.0733
C -5.1866 -2.6767 7.6910 -0.2661
S -4.2297 -1.9327 6.3507 0.8383
O -4.6405 -0.4935 6.2505 -0.5803
C -2.5590 -2.1116 7.0231 -0.2514
H -6.1932 -3.0518 7.3940 0.0595
H -5.2465 -1.8170 8.3473 0.0436
H -4.6860 -3.5529 8.1980 0.0683
H -1.8505 -2.5585 6.2654 0.0281
H -2.6021 -2.7429 7.9071 0.0451
H -2.2214 -1.1319 7.2608 0.0198
C -0.4972 4.3320 3.8724 -0.2852
S -1.9549 5.0544 3.1560 0.8188
O -1.6772 5.0005 1.6519 -0.5657
C -1.9204 6.7707 3.7685 -0.2550
H -0.4065 3.3360 3.3679 0.0341
H -0.6167 4.2886 4.9616 0.0482
H 0.3394 4.9847 3.6168 0.0308
H -1.6542 6.7365 4.8910 0.0815
H -2.9107 7.2216 3.6420 0.0450
H -1.1085 7.3605 3.3622 0.0422
C 3.6671 -3.3440 -1.4415 -0.2526
S 4.7104 -4.5200 -2.3822 0.8231
O 5.6061 -5.2183 -1.4152 -0.5661
C 3.3195 -5.6276 -2.8222 -0.2469
H 2.6189 -3.3398 -1.7861 0.0587
H 4.1852 -2.3237 -1.5073 0.0476
H 3.6176 -3.7119 -0.4254 0.0293
H 3.7460 -6.3895 -3.4583 0.0470
H 2.6456 -4.9904 -3.4324 0.0481
H 2.8704 -5.9472 -1.8544 0.0417
C 2.0481 -2.1878 10.3206 -0.2561
S 2.0715 -1.7442 8.5545 0.8112
O 3.1258 -2.5572 7.9000 -0.5694
C 0.4207 -2.3055 8.1918 -0.3035
H 1.2202 -1.7071 10.7566 0.0215
H 2.9897 -1.9466 10.8416 0.0571
H 1.9000 -3.3091 10.5052 0.0879
H 0.2463 -3.3490 8.3809 0.0528
H 0.2510 -2.1548 7.0983 0.0280
H -0.2211 -1.5125 8.7026 0.0818
C -0.6662 5.4849 -1.6079 -0.2439
S 1.1114 5.2268 -1.8306 0.8175
O 1.3171 3.7482 -1.9696 -0.5577
C 1.1814 5.9954 -3.4847 -0.2421
H -1.0663 6.5075 -1.7993 0.0743
H -0.8516 5.0228 -0.6074 0.0340
H -1.1276 4.8250 -2.3281 0.0310
H 0.5561 5.4737 -4.2196 0.0415
H 2.1916 5.9271 -3.8449 0.0280
H 0.8968 7.0231 -3.3239 0.0448
```

Entry from the Open Molecules 2025 dataset: a 8-piece molecular cluster, C18H34Br14O3 overall (ωB97M-V with the def2-TZVPD basis set).

Computed properties:
- E_HOMO (alpha / beta) (hartree) = -0.01959 / -0.23634
- total charge = -1
- LUMO level (alpha / beta) (eV) = 1.575 / 1.556
- <S²> = 0.755
- spin multiplicity = 2

Structure (XYZ):
```
69
Properties=species:S:1:pos:R:3:nbo_charge:R:1
Br 4.2691 -2.3637 3.6516 -0.0136
C 3.3738 -1.6126 5.2152 -0.4607
C 2.2988 -2.5185 5.7188 -0.4164
Br 1.3922 -1.6115 7.2350 -0.0322
H 2.8848 -0.6763 4.9464 0.2421
H 4.1472 -1.5035 5.9756 0.2267
H 2.7090 -3.4495 6.1100 0.2163
H 1.5273 -2.7620 4.9882 0.2264
Br -5.2359 -3.2666 0.8900 -0.0246
C -3.3998 -2.9735 1.6105 -0.4324
C -2.7593 -4.3727 1.7511 -0.4131
Br -0.8647 -4.2080 2.3905 -0.0439
H -3.4347 -2.4573 2.5699 0.2343
H -2.7989 -2.3465 0.9517 0.2353
H -2.7143 -4.9468 0.8257 0.2217
H -3.3041 -4.9650 2.4863 0.2208
Br -0.5694 4.2702 1.7726 -0.4017
C 0.5332 3.5298 3.2862 -0.5565
C 1.9918 3.6929 2.9498 -0.4325
Br 3.0733 2.7292 4.3465 -0.2385
H 0.3975 2.4486 3.2609 0.1838
H 0.1229 3.8448 4.2456 0.2149
H 2.3488 4.7211 3.0083 0.2020
H 2.2971 3.3450 1.9629 0.2087
Br 3.0660 1.0099 -2.4939 -0.0184
C 3.2092 -0.7735 -3.3324 -0.4491
C 4.3056 -0.7211 -4.4807 -0.4307
Br 6.1375 -0.4867 -3.7398 -0.0301
H 2.2210 -1.0225 -3.7192 0.2271
H 3.3426 -1.5632 -2.5930 0.2297
H 4.1203 0.1564 -5.1003 0.2311
H 4.1709 -1.5872 -5.1286 0.2327
Br -4.0219 3.0828 4.8824 -0.0803
C -3.8014 3.0959 2.9175 -0.4509
C -3.6272 1.6440 2.5936 -0.4216
Br -5.3948 0.7160 2.6637 -0.0725
H -2.9152 3.7095 2.7551 0.2744
H -4.6562 3.6087 2.4767 0.2245
H -3.0213 1.2155 3.3920 0.2386
H -3.2497 1.5277 1.5777 0.2403
Br -1.9685 5.1023 -3.6521 -0.0596
C -0.9691 3.8660 -2.4906 -0.4441
C -1.9684 3.0439 -1.7151 -0.4620
Br -0.9907 1.5984 -0.7669 -0.0567
H -0.3399 4.5102 -1.8764 0.2389
H -0.3007 3.4181 -3.2260 0.2296
H -2.6167 2.6094 -2.4760 0.2099
H -2.5393 3.5354 -0.9273 0.2316
Br -0.8738 -0.4837 2.2549 -0.0282
C 1.0067 -0.1067 1.7072 -0.4363
C 1.5095 -1.2263 0.7513 -0.4342
Br 3.4470 -1.1717 0.3377 -0.0037
H 1.6292 -0.0037 2.5960 0.2336
H 1.1238 0.8131 1.1342 0.2348
H 0.9502 -1.1365 -0.1799 0.2136
H 1.2675 -2.1855 1.2090 0.2212
C -0.7861 -1.0795 -3.6641 -0.6478
C -0.5059 -2.0097 -4.8876 0.0635
C -1.3298 -1.5656 -6.1083 -0.0885
O -0.3436 -0.8885 -6.9163 -0.4856
C 0.9048 -1.1109 -6.4525 0.9768
O 1.9956 -0.8387 -6.9351 -0.5824
O 0.8289 -2.0063 -5.4077 -0.5056
H -0.6391 -0.0185 -3.8659 0.2279
H -0.1155 -1.3633 -2.8530 0.2259
H -1.8199 -1.1365 -3.3233 0.2302
H -0.7925 -3.0275 -4.6228 0.1962
H -2.1463 -0.9097 -5.8062 0.1997
H -1.7883 -2.3878 -6.6578 0.1895
```

| no. | electronic energy (eV) | F_max (eV/A) |
| --- | --- | --- |
| 1 | -387472.6895 | 3.15 |
| 2 | -1005955.1375 | 3.52 |